No. 1
{"formula": "C42H43ClP2Sn", "method": "wB97M-V/def2-TZVPD", "total_charge": 2, "max_force_ev_per_a": 2.52, "total_energy_ha": -2982.672591, "multiplicity": 1, "symbols": ["Sn", "C", "C", "C", "C", "C", "C", "C", "C", "C", "H", "H", "H", "H", "H", "H", "H", "H", "H", "H", "H", "H", "H", "H", "H", "P", "P", "C", "C", "C", "C", "C", "C", "C", "C", "C", "C", "C", "C", "C", "C", "C", "C", "C", "C", "C", "C", "C", "C", "C", "C", "C", "C", "H", "H", "H", "H", "H", "H", "H", "H", "H", "H", "H", "H", "H", "H", "H", "H", "H", "H", "H", "H", "H", "H", "Cl", "C", "C", "C", "C", "C", "C", "C", "H", "H", "H", "H", "H", "H"], "xyz": [[-1.774, -2.231, 3.749], [-2.645, -5.646, -0.098], [-1.645, -4.857, -0.530], [-1.700, -3.859, -1.653], [-2.161, -2.420, -1.276], [-3.579, -2.288, -0.818], [-4.503, -3.251, -0.754], [-4.569, -4.555, -1.487], [-4.006, -5.769, -0.680], [-3.114, -0.496, 3.550], [-2.447, -6.361, 0.696], [-0.655, -5.027, -0.114], [-2.356, -4.212, -2.455], [-0.679, -3.763, -2.065], [-1.521, -1.992, -0.482], [-1.943, -1.795, -2.164], [-3.795, -1.323, -0.311], [-5.317, -3.086, -0.033], [-4.166, -4.527, -2.507], [-5.648, -4.772, -1.604], [-4.733, -5.994, 0.121], [-3.991, -6.628, -1.376], [-3.854, -0.588, 4.352], [-3.615, -0.533, 2.568], [-2.558, 0.449, 3.636], [3.908, 2.312, -0.012], [1.672, 4.535, -0.317], [3.347, 2.836, -1.669], [2.465, 3.864, -1.775], [5.740, 2.389, -0.300], [6.331, 2.294, -1.571], [7.725, 2.306, -1.724], [8.546, 2.438, -0.602], [7.976, 2.594, 0.672], [6.585, 2.588, 0.814], [3.477, 0.536, -0.101], [2.103, 0.234, -0.052], [1.690, -1.092, -0.162], [2.638, -2.117, -0.326], [4.003, -1.801, -0.366], [4.432, -0.477, -0.241], [1.885, 6.337, -0.866], [3.197, 6.854, -0.889], [3.446, 8.142, -1.374], [2.378, 8.926, -1.828], [1.067, 8.444, -1.775], [0.823, 7.157, -1.275], [-0.098, 4.290, -0.765], [-1.032, 4.479, 0.273], [-2.394, 4.387, -0.010], [-2.826, 4.067, -1.305], [-1.891, 3.813, -2.307], [-0.521, 3.897, -2.041], [3.763, 2.312, -2.546], [2.249, 4.341, -2.738], [5.716, 2.209, -2.461], [8.156, 2.220, -2.730], [9.629, 2.441, -0.719], [8.619, 2.731, 1.548], [6.131, 2.732, 1.796], [1.366, 1.034, 0.052], [0.631, -1.344, -0.115], [2.312, -3.159, -0.409], [4.740, -2.593, -0.482], [5.495, -0.242, -0.268], [4.022, 6.224, -0.550], [4.477, 8.516, -1.410], [2.569, 9.919, -2.229], [0.220, 9.046, -2.134], [-0.198, 6.767, -1.235], [-0.682, 4.734, 1.277], [-3.118, 4.595, 0.772], [-3.893, 4.032, -1.530], [-2.218, 3.570, -3.317], [0.192, 3.686, -2.838], [-6.448, -4.488, 2.275], [-5.215, -5.559, 2.840], [-5.448, -6.934, 2.755], [-4.457, -7.835, 3.167], [-3.313, -7.326, 3.785], [-3.095, -5.944, 3.875], [-4.012, -4.999, 3.364], [-3.790, -3.523, 3.385], [-6.415, -7.299, 2.359], [-4.611, -8.906, 2.991], [-2.589, -8.039, 4.184], [-2.195, -5.558, 4.330], [-4.350, -3.007, 4.179], [-3.941, -3.061, 2.403]], "forces_ev_per_angstrom": [[-1.5, 0.0, -0.3], [0.8, 0.4, -0.2], [-0.5, -0.5, 0.3], [0.3, 0.5, -0.1], [0.5, -0.1, -1.0], [0.0, 0.2, 1.0], [0.0, 0.5, 0.4], [-0.5, -0.8, 0.3], [-0.8, 0.3, -0.5], [0.8, 0.1, -0.1], [0.2, 0.1, 0.0], [-0.1, 0.1, 0.3], [0.5, 0.1, 0.1], [-0.5, -0.1, 0.0], [-0.1, -0.3, -0.1], [-0.2, -0.1, 0.3], [0.1, -0.7, -0.2], [0.0, 0.1, -0.7], [-0.1, 0.2, 0.5], [0.4, 0.1, -0.1], [0.3, -0.1, -0.3], [-0.2, 0.1, 0.4], [0.1, 0.1, -0.1], [0.2, -0.1, 0.3], [-0.3, -0.3, 0.0], [0.6, -0.5, -1.5], [-0.4, 1.8, -1.7], [-1.2, 1.2, -0.2], [1.7, -1.7, -0.4], [0.4, 0.4, 0.7], [0.2, -0.1, 0.0], [-0.3, 0.0, 0.2], [-0.3, 0.1, 0.2], [-0.1, 0.0, -0.3], [-0.1, -0.2, -0.2], [-0.1, 0.3, 0.3], [0.2, -0.3, -0.1], [0.3, -0.2, 0.0], [0.1, 0.4, 0.1], [-0.2, 0.0, 0.0], [-0.3, -0.2, 0.1], [0.3, 0.0, 0.8], [-0.1, 0.0, -0.1], [-0.1, -0.3, 0.0], [0.0, -0.1, 0.0], [0.0, -0.4, 0.1], [-0.2, -0.1, 0.0], [0.0, -0.7, 1.0], [0.0, 0.1, -0.6], [0.1, 0.0, -0.2], [0.2, 0.1, 0.2], [0.2, 0.0, 0.0], [-0.3, 0.1, 0.1], [-0.3, 0.4, 0.4], [0.0, -0.3, 0.3], [0.2, -0.1, 0.1], [-0.2, 0.0, 0.5], [-0.3, 0.0, 0.1], [-0.3, -0.1, -0.4], [0.2, -0.1, -0.2], [0.2, -0.2, 0.0], [0.2, 0.1, -0.1], [0.2, 0.4, 0.0], [-0.2, 0.2, 0.0], [-0.3, 0.0, 0.0], [-0.1, 0.2, -0.1], [-0.5, -0.1, 0.0], [0.0, -0.2, 0.1], [0.5, -0.3, 0.2], [0.3, 0.3, 0.0], [-0.2, 0.0, -0.3], [0.1, -0.1, -0.1], [0.3, 0.0, 0.1], [0.0, 0.0, 0.3], [-0.2, 0.1, 0.2], [-0.1, 0.2, 0.0], [0.7, 0.1, 0.1], [0.0, 0.0, -0.1], [-0.3, 0.6, 0.0], [0.0, 0.0, -0.2], [-0.5, 0.1, -0.1], [-0.1, -1.4, 0.0], [-0.6, -0.8, -0.1], [0.8, 0.4, 0.2], [0.1, 0.5, 0.3], [0.0, 0.4, -0.1], [0.2, -0.2, 0.1], [0.5, 0.1, 0.0], [0.1, 0.1, 0.0]]}

No. 2
{"formula": "H28O14", "method": "wB97M-V/def2-TZVPD", "max_force_ev_per_a": 2.78, "total_energy_ha": -1070.118139, "multiplicity": 1, "symbols": ["O", "H", "H", "O", "H", "H", "O", "H", "H", "O", "H", "H", "O", "H", "H", "O", "H", "H", "O", "H", "H", "O", "H", "H", "O", "H", "H", "O", "H", "H", "O", "H", "H", "O", "H", "H", "O", "H", "H", "O", "H", "H"], "xyz": [[1.707, -3.907, -0.439], [0.830, -3.576, -0.623], [2.394, -3.311, -0.812], [-4.040, 0.415, 1.822], [-3.103, 0.241, 1.890], [-4.404, 0.284, 0.949], [3.291, -2.533, -1.951], [3.696, -3.339, -2.271], [3.735, -1.724, -2.240], [-2.501, -1.358, 0.124], [-2.420, -2.282, -0.262], [-3.001, -0.994, -0.638], [3.226, -0.120, -3.441], [2.419, 0.157, -2.995], [3.012, -0.209, -4.370], [-0.775, 3.989, 0.056], [-0.349, 3.815, 0.918], [-1.256, 4.811, 0.250], [-0.984, -0.358, 2.548], [-1.133, -1.205, 2.108], [-1.538, -0.226, 3.317], [0.178, 2.575, 2.818], [0.066, 1.627, 3.116], [-0.590, 2.995, 3.257], [3.797, 1.661, 1.409], [3.159, 1.340, 0.772], [3.436, 1.297, 2.225], [-4.349, 0.328, -1.511], [-3.966, 1.088, -1.056], [-5.155, -0.092, -1.198], [1.990, -3.374, 2.728], [2.520, -2.600, 2.929], [2.012, -3.542, 1.742], [0.114, 0.048, -2.888], [-0.769, 0.419, -3.012], [0.680, 0.781, -3.141], [-1.819, 1.936, -1.256], [-1.252, 1.167, -1.142], [-1.248, 2.680, -0.999], [1.075, 0.635, 0.136], [0.889, -0.327, 0.290], [0.425, 0.785, 0.843]], "forces_ev_per_angstrom": [[0.5, -0.5, 0.9], [0.0, 0.3, -0.3], [-0.9, 0.1, 0.0], [-0.9, 0.7, 1.2], [0.3, -0.3, -0.9], [0.7, -0.3, -0.2], [-0.2, 0.1, 0.4], [0.5, 0.2, -0.4], [0.1, -0.3, -0.4], [-0.1, -2.1, -1.9], [0.2, 1.3, 1.1], [0.1, 0.7, 0.6], [0.3, 0.3, 0.3], [0.1, -0.3, 0.0], [-0.2, -0.1, -0.1], [0.2, 1.0, 1.2], [0.0, -0.4, -0.5], [0.1, -0.4, -0.5], [0.7, 0.6, -0.5], [-0.4, 0.1, 0.5], [-0.3, -0.7, 0.1], [-1.0, -1.1, 0.9], [0.3, 1.3, -0.7], [0.6, -0.1, -0.3], [0.1, -0.1, 0.4], [-0.4, 0.0, -0.5], [0.2, 0.2, 0.1], [0.7, -0.9, -0.9], [-0.5, 0.1, 0.3], [0.0, 0.8, 0.5], [-0.3, -0.5, -1.2], [0.1, 0.0, -0.3], [0.1, 0.4, 1.4], [-0.2, 0.0, -0.2], [0.0, -0.1, 0.0], [-0.1, 0.3, 0.0], [-0.1, -0.4, -0.4], [0.1, -0.1, 0.1], [-0.4, 0.0, 0.2], [-1.1, -2.0, 1.2], [1.2, 0.3, -1.3], [0.0, 1.7, 0.2]]}